1.
Formula: C33H102N24O15
Source: the Open Molecules 2025 dataset
Level of theory: wB97M-V/def2-TZVPD

CARTESIAN COORDINATES (ANGSTROEM)
C (5.065, -13.541, -2.342)
C (4.575, -12.435, -1.392)
C (4.574, -11.020, -2.060)
O (4.417, -9.927, -1.131)
C (5.008, -8.722, -1.635)
N (3.277, -12.892, -0.901)
H (4.649, -13.575, -3.349)
H (4.838, -14.478, -1.833)
H (6.148, -13.441, -2.266)
H (5.295, -12.393, -0.575)
H (3.889, -10.974, -2.907)
H (5.540, -10.963, -2.561)
H (4.436, -8.326, -2.474)
H (5.951, -8.909, -2.148)
H (5.018, -8.017, -0.804)
H (2.513, -12.231, -0.888)
H (2.980, -13.662, -1.484)
C (-0.202, -9.444, 4.154)
C (-0.763, -9.188, 5.492)
C (-0.926, -7.624, 5.701)
O (0.309, -7.040, 5.701)
C (0.353, -5.656, 5.379)
N (-2.152, -9.723, 5.522)
H (-0.340, -10.521, 4.063)
H (0.863, -9.296, 3.973)
H (-0.680, -8.954, 3.305)
H (-0.098, -9.707, 6.182)
H (-1.461, -7.374, 6.617)
H (-1.624, -7.164, 5.001)
H (0.263, -5.588, 4.295)
H (1.313, -5.164, 5.539)
H (-0.393, -5.153, 5.994)
H (-2.305, -10.369, 6.284)
H (-1.958, -10.339, 4.746)
C (-0.937, 3.565, -1.867)
C (-0.928, 2.758, -0.498)
C (0.065, 1.553, -0.307)
O (-0.023, 0.486, -1.311)
C (1.092, -0.337, -1.038)
N (-0.600, 3.742, 0.496)
H (-1.814, 4.199, -1.997)
H (-0.924, 2.887, -2.721)
H (-0.114, 4.257, -2.039)
H (-1.802, 2.211, -0.145)
H (-0.109, 1.175, 0.700)
H (1.039, 2.042, -0.312)
H (1.078, -0.747, -0.028)
H (2.042, 0.182, -1.167)
H (1.004, -1.238, -1.646)
H (-0.894, 3.445, 1.415)
H (-1.157, 4.567, 0.331)
C (2.262, -0.695, 11.312)
C (2.214, 0.820, 10.871)
C (2.094, 0.997, 9.351)
O (2.310, 2.374, 8.928)
C (2.401, 2.502, 7.486)
N (0.997, 1.349, 11.549)
H (2.577, -0.799, 12.350)
H (2.808, -1.395, 10.679)
H (1.252, -1.071, 11.152)
H (3.163, 1.196, 11.254)
H (1.106, 0.627, 9.075)
H (2.956, 0.456, 8.961)
H (2.417, 3.545, 7.168)
H (1.402, 2.245, 7.132)
H (3.273, 2.005, 7.061)
H (1.267, 1.634, 12.480)
H (0.722, 2.212, 11.100)
C (-8.123, -7.632, -5.154)
C (-6.666, -7.155, -4.948)
C (-5.987, -7.074, -3.545)
O (-4.703, -6.565, -3.523)
C (-4.137, -6.679, -2.206)
N (-5.841, -7.930, -5.883)
H (-8.404, -8.667, -4.955)
H (-8.478, -7.445, -6.167)
H (-8.672, -7.005, -4.452)
H (-6.665, -6.128, -5.312)
H (-6.111, -7.996, -2.976)
H (-6.550, -6.394, -2.906)
H (-4.595, -6.116, -1.393)
H (-3.084, -6.408, -2.282)
H (-4.076, -7.729, -1.920)
H (-5.816, -8.882, -5.546)
H (-4.856, -7.727, -5.789)
C (7.605, 2.904, 0.962)
C (9.121, 3.094, 0.911)
C (9.956, 2.484, 2.050)
O (10.948, 3.466, 2.314)
C (11.310, 3.485, 3.730)
N (9.540, 2.383, -0.293)
H (6.991, 3.338, 0.172)
H (7.235, 3.377, 1.871)
H (7.422, 1.829, 0.956)
H (9.347, 4.155, 0.804)
H (10.327, 1.537, 1.658)
H (9.342, 2.400, 2.947)
H (11.855, 2.601, 4.060)
H (10.444, 3.642, 4.373)
H (11.968, 4.334, 3.918)
H (9.257, 2.982, -1.056)
H (10.546, 2.464, -0.301)
C (-4.346, 0.976, 5.190)
O (-4.326, 2.058, 4.650)
N (-3.900, 0.707, 6.357)
N (-4.862, -0.078, 4.671)
H (-4.021, -0.230, 6.714)
H (-3.542, 1.544, 6.796)
H (-5.298, 0.167, 3.793)
H (-5.278, -0.789, 5.255)
C (6.376, -2.095, -5.216)
O (6.131, -3.108, -5.738)
N (7.478, -1.826, -4.487)
N (5.745, -0.966, -5.471)
H (7.882, -0.951, -4.185)
H (8.088, -2.624, -4.377)
H (5.934, -0.033, -5.132)
H (5.089, -0.956, -6.239)
C (-7.257, 3.295, -5.375)
O (-8.162, 2.664, -5.758)
N (-6.226, 3.612, -6.090)
N (-7.271, 3.889, -4.287)
H (-6.173, 3.188, -7.006)
H (-5.446, 4.151, -5.743)
H (-6.444, 4.252, -3.835)
H (-8.071, 3.629, -3.727)
C (-1.707, 4.939, -9.882)
O (-1.802, 5.149, -8.680)
N (-1.062, 3.883, -10.322)
N (-2.138, 5.650, -10.850)
H (-0.731, 3.279, -9.584)
H (-0.891, 3.704, -11.301)
H (-2.435, 6.587, -10.617)
H (-1.818, 5.413, -11.778)
C (-5.571, 10.514, -6.938)
O (-6.484, 9.778, -7.286)
N (-5.763, 11.658, -6.442)
N (-4.354, 10.031, -6.737)
H (-6.711, 11.995, -6.525)
H (-5.023, 12.262, -6.114)
H (-4.126, 9.049, -6.794)
H (-3.615, 10.685, -6.519)
C (-5.626, 9.152, 0.326)
O (-4.497, 8.932, 0.731)
N (-6.605, 9.445, 1.071)
N (-5.844, 9.381, -0.940)
H (-6.472, 9.309, 2.063)
H (-7.529, 9.586, 0.689)
H (-5.090, 9.504, -1.600)
H (-6.767, 9.717, -1.171)
C (-1.154, -2.229, -6.285)
O (-1.158, -3.093, -7.133)
N (-1.995, -2.020, -5.316)
N (-0.363, -1.198, -6.306)
H (-1.676, -1.474, -4.528)
H (-2.794, -2.632, -5.242)
H (0.173, -1.042, -7.148)
H (-0.343, -0.572, -5.514)
C (1.226, 10.584, -1.024)
O (1.998, 11.432, -1.424)
N (-0.070, 10.885, -1.013)
N (1.525, 9.456, -0.468)
H (-0.688, 10.537, -0.294)
H (-0.274, 11.807, -1.370)
H (2.397, 9.316, 0.021)
H (0.845, 8.760, -0.195)
C (-2.284, 7.796, 7.165)
O (-2.143, 6.904, 7.965)
N (-2.832, 7.669, 6.008)
N (-1.789, 9.006, 7.328)
H (-3.332, 6.810, 5.828)
H (-2.513, 8.320, 5.304)
H (-2.006, 9.851, 6.820)
H (-1.252, 9.162, 8.169)

Output
* total energy: -102345.8378 eV
* M: 1075.33 g mol⁻¹
* energy above the lowest of the compared OMol25 structures with the same formula, charge and spin: 11.180 eV
* HOMO energy: -9.001 eV
* LUMO level: -0.1 eV



2.
Formula: C4H7KO2
Source: the Open Molecules 2025 dataset
Level of theory: wB97M-V/def2-TZVPD

CARTESIAN COORDINATES (ANGSTROEM)
H (-1.178, -0.981, -0.998)
O (-2.377, 0.430, -2.170)
C (-2.234, -0.352, -1.260)
H (-3.107, -0.736, -0.689)
C (-0.468, 0.761, 0.577)
C (0.361, -0.338, 0.469)
C (1.737, -0.281, -0.172)
H (-1.288, 0.748, 1.302)
H (-0.180, 1.682, 0.057)
H (0.184, -1.186, 1.144)
H (1.732, 0.577, -0.889)
H (1.837, -1.188, -0.816)
O (2.732, -0.198, 0.776)
K (2.252, 1.063, 2.667)

Output
* total energy: -24678.3776 eV
* M: 126.20 g mol⁻¹
* energy above the lowest of the compared OMol25 structures with the same formula, charge and spin: 1.601 eV
* HOMO energy: -7.382 eV
* LUMO level: -0.7 eV



3.
Formula: C36H60O6S6
Source: the Open Molecules 2025 dataset
Level of theory: wB97M-V/def2-TZVPD

CARTESIAN COORDINATES (ANGSTROEM)
C (8.221, 2.341, 3.675)
S (7.189, 1.297, 2.470)
O (5.731, 1.612, 2.781)
C (7.821, 2.066, 0.843)
H (8.053, 1.922, 4.667)
H (7.751, 3.321, 3.757)
H (9.297, 2.403, 3.514)
H (7.478, 1.423, 0.032)
H (8.869, 2.354, 0.924)
H (7.248, 2.973, 0.651)
C (-5.932, -3.526, -3.549)
S (-6.257, -1.720, -3.247)
O (-7.563, -1.607, -2.469)
C (-4.811, -1.262, -2.232)
H (-6.717, -3.840, -4.238)
H (-5.935, -4.121, -2.636)
H (-4.895, -3.591, -3.877)
H (-5.079, -1.189, -1.178)
H (-4.556, -0.228, -2.463)
H (-3.950, -1.925, -2.323)
C (-5.891, 5.015, 2.851)
S (-6.322, 4.654, 1.156)
O (-6.539, 6.025, 0.515)
C (-4.794, 3.956, 0.458)
H (-5.169, 5.817, 2.700)
H (-5.504, 4.168, 3.418)
H (-6.697, 5.544, 3.359)
H (-4.805, 3.716, -0.605)
H (-4.512, 3.050, 0.994)
H (-4.009, 4.708, 0.535)
C (2.693, 1.881, 7.522)
S (4.057, 0.573, 7.422)
O (3.950, -0.407, 8.642)
C (3.271, -0.467, 6.146)
H (1.825, 1.456, 8.027)
H (2.330, 2.365, 6.616)
H (2.959, 2.622, 8.276)
H (2.431, -1.038, 6.542)
H (3.918, -1.197, 5.658)
H (2.850, 0.141, 5.346)
C (-6.351, -2.997, 3.382)
S (-5.504, -2.113, 4.860)
O (-4.055, -1.836, 4.428)
C (-6.377, -0.540, 4.923)
H (-7.384, -3.232, 3.635)
H (-5.796, -3.839, 2.968)
H (-6.369, -2.259, 2.579)
H (-6.289, -0.118, 3.922)
H (-6.004, 0.015, 5.783)
H (-7.459, -0.560, 5.056)
C (2.084, 0.596, -0.768)
S (0.453, 0.792, 0.161)
O (-0.742, 1.185, -0.750)
C (0.171, -0.959, 0.764)
H (2.944, 0.696, -0.106)
H (2.093, 1.432, -1.468)
H (2.084, -0.233, -1.476)
H (-0.476, -0.870, 1.636)
H (1.116, -1.227, 1.238)
H (-0.241, -1.605, -0.010)
C (-0.548, 2.542, -6.870)
C (0.001, 1.277, -6.757)
C (-0.179, 0.337, -7.762)
C (-0.959, 0.612, -8.833)
C (-1.683, 1.809, -8.956)
C (-1.379, 2.761, -7.954)
H (-0.401, 3.344, -6.162)
H (0.717, 0.992, -6.000)
H (0.383, -0.581, -7.677)
H (-1.160, -0.218, -9.494)
H (-2.545, 1.953, -9.590)
H (-1.825, 3.744, -7.948)
C (4.063, -4.811, 0.506)
C (5.103, -3.859, 0.699)
C (6.431, -4.174, 1.089)
C (6.567, -5.500, 1.481)
C (5.484, -6.429, 1.437)
C (4.255, -6.112, 0.873)
H (3.079, -4.426, 0.281)
H (4.847, -2.847, 0.423)
H (7.198, -3.413, 1.099)
H (7.573, -5.744, 1.788)
H (5.598, -7.458, 1.745)
H (3.485, -6.838, 0.658)
C (-2.733, -8.122, -1.314)
C (-2.265, -7.304, -0.317)
C (-1.296, -6.392, -0.670)
C (-0.933, -6.241, -1.987)
C (-1.521, -6.930, -3.027)
C (-2.420, -7.912, -2.683)
H (-3.328, -8.878, -0.824)
H (-2.317, -7.600, 0.720)
H (-0.929, -5.688, 0.062)
H (-0.189, -5.487, -2.199)
H (-1.355, -6.661, -4.060)
H (-2.927, -8.450, -3.470)
C (1.975, 9.301, -1.591)
C (0.902, 8.673, -1.056)
C (0.689, 7.292, -1.110)
C (1.660, 6.559, -1.740)
C (2.878, 7.137, -2.222)
C (2.920, 8.522, -2.189)
H (2.100, 10.372, -1.657)
H (0.167, 9.328, -0.611)
H (-0.160, 6.761, -0.706)
H (1.678, 5.484, -1.639)
H (3.692, 6.540, -2.606)
H (3.708, 9.125, -2.616)

Output
* total energy: -115591.2858 eV
* M: 781.27 g mol⁻¹
* energy above the lowest of the compared OMol25 structures with the same formula, charge and spin: 0.000 eV
* HOMO energy: -8.624 eV
* LUMO level: 0.1 eV



4.
Formula: C5H14N2
Source: the Open Molecules 2025 dataset
Level of theory: wB97M-V/def2-TZVPD

CARTESIAN COORDINATES (ANGSTROEM)
C (-2.153, 1.141, -2.016)
N (-1.527, 0.157, -1.132)
C (-1.011, 0.729, 0.099)
C (-0.289, -0.315, 0.995)
C (1.237, -0.199, 0.973)
C (1.810, -0.956, -0.223)
N (1.737, -0.715, 2.246)
H (-3.093, 0.754, -2.413)
H (-2.412, 2.024, -1.429)
H (-1.535, 1.451, -2.868)
H (-0.803, -0.347, -1.628)
H (-1.888, 1.087, 0.649)
H (-0.353, 1.603, -0.019)
H (-0.569, -1.282, 0.570)
H (-0.688, -0.219, 2.003)
H (1.528, 0.848, 0.935)
H (1.955, -2.008, 0.017)
H (2.793, -0.578, -0.513)
H (1.163, -0.876, -1.095)
H (1.364, -1.626, 2.464)
H (2.734, -0.673, 2.384)

Output
* SMILES: CNCC[C@H](C)N
* total energy: -8391.7135 eV
* M: 102.18 g mol⁻¹
* energy above the lowest of the compared OMol25 structures with the same formula, charge and spin: 0.905 eV
* HOMO energy: -8.681 eV
* LUMO level: 1.1 eV



5.
Formula: C3H8N5
Source: the Open Molecules 2025 dataset
Level of theory: wB97M-V/def2-TZVPD

CARTESIAN COORDINATES (ANGSTROEM)
N (2.306, -0.202, 0.226)
C (0.962, -0.167, -0.016)
N (0.393, -1.049, -0.778)
N (-0.975, -0.834, -0.900)
N (-1.187, 0.354, -1.578)
N (-1.639, -0.772, 0.349)
C (-0.905, 0.176, 1.386)
C (0.329, 0.804, 0.999)
H (2.618, 0.008, 1.151)
H (2.822, -0.968, -0.175)
H (-1.457, -1.526, -1.573)
H (-0.636, 0.499, -2.368)
H (-2.022, 0.843, -1.356)
H (-1.542, 0.168, 2.321)
H (0.070, 1.782, 0.384)
H (0.862, 0.884, 1.927)

Output
* SMILES: NC1=N[N@H+](N)N=CC1
* total energy: -10679.0157 eV
* M: 114.13 g mol⁻¹
* energy above the lowest of the compared OMol25 structures with the same formula, charge and spin: 5.465 eV
* HOMO energy (alpha / beta): -14.267 / -14.267 eV
* LUMO level (alpha / beta): -5.1 / -5.1 eV
* net charge: +1



6.
Formula: C6H10
Source: the Open Molecules 2025 dataset
Level of theory: wB97M-V/def2-TZVPD

CARTESIAN COORDINATES (ANGSTROEM)
C (1.218, 0.877, 0.389)
C (1.271, -1.127, 0.291)
C (0.082, -0.902, -0.541)
C (-1.277, -0.745, 0.196)
C (-1.311, 0.756, -0.200)
C (0.146, 0.644, -0.691)
H (0.840, 1.174, 1.368)
H (2.033, 1.568, 0.110)
H (2.213, -0.392, 0.160)
H (1.179, -1.437, 1.324)
H (0.056, -1.533, -1.432)
H (-2.101, -1.352, -0.194)
H (-1.203, -0.924, 1.276)
H (-1.499, 1.481, 0.603)
H (-2.015, 0.954, -1.017)
H (0.388, 1.094, -1.660)

Output
* total energy: -6379.5373 eV
* M: 82.15 g mol⁻¹
* energy above the lowest of the compared OMol25 structures with the same formula, charge and spin: 4.322 eV
* HOMO energy: -7.850 eV
* LUMO level: 1.1 eV



7.
Formula: C7H17F3HgNO14S3
Source: the Open Molecules 2025 dataset
Level of theory: wB97M-V/def2-TZVPD

CARTESIAN COORDINATES (ANGSTROEM)
Hg (0.557, 0.212, 0.362)
S (2.342, -0.187, 2.671)
O (1.113, 0.639, 2.666)
O (2.303, -0.793, 1.330)
O (3.517, 0.653, 2.821)
O (2.301, -1.239, 3.710)
S (-1.233, 3.136, 1.515)
O (-2.655, 3.121, 1.931)
O (-0.286, 3.529, 2.528)
O (-0.879, 1.797, 0.941)
O (-0.984, 4.166, 0.453)
C (3.630, 3.202, -1.683)
F (4.403, 2.131, -1.967)
F (4.355, 4.329, -1.678)
F (2.677, 3.224, -2.613)
S (2.935, 3.094, 0.055)
O (2.226, 4.334, 0.251)
O (2.015, 1.939, -0.079)
O (3.991, 2.924, 1.026)
C (-0.220, 0.185, -2.713)
C (1.217, -0.331, -2.665)
O (1.410, -1.082, -1.499)
O (-0.534, 0.958, -1.524)
H (-0.889, -0.679, -2.644)
H (-0.400, 0.717, -3.649)
H (1.943, 0.489, -2.683)
H (1.529, -0.949, -3.515)
H (1.772, -1.952, -1.665)
H (-0.922, 1.774, -1.863)
C (-1.948, -1.225, 2.557)
C (-1.720, -2.247, 1.469)
C (-2.690, -2.258, 0.299)
O (-2.374, -3.323, -0.556)
C (-3.305, -3.352, -1.612)
N (-0.341, -2.030, 0.893)
H (-0.986, -0.887, 2.950)
H (-2.392, -1.733, 3.422)
H (-2.626, -0.407, 2.313)
H (-1.631, -3.244, 1.914)
H (-2.541, -1.249, -0.113)
H (-3.719, -2.170, 0.667)
H (-4.330, -3.206, -1.239)
H (-3.477, -4.355, -2.007)
H (-3.117, -2.479, -2.241)
H (0.329, -2.585, 1.419)
H (-0.365, -2.592, 0.043)

Output
* total energy: -82516.6881 eV
* M: 692.99 g mol⁻¹
* energy above the lowest of the compared OMol25 structures with the same formula, charge and spin: 0.000 eV
* HOMO energy: 2.597 eV
* LUMO level: 5.5 eV
* net charge: -3



8.
Formula: C7H5N4O5S
Source: the Open Molecules 2025 dataset
Level of theory: wB97M-V/def2-TZVPD

CARTESIAN COORDINATES (ANGSTROEM)
C (-1.348, -2.735, -2.065)
C (-0.262, -1.706, -1.981)
S (1.345, -2.158, -2.231)
O (-0.540, -0.530, -1.650)
H (-2.298, -2.204, -2.136)
H (-1.239, -3.398, -2.924)
H (-1.397, -3.333, -1.147)
O (1.771, -1.892, 1.032)
N (0.568, -1.563, 1.042)
C (0.254, -0.164, 0.992)
C (1.279, 0.774, 0.953)
C (0.843, 2.083, 0.909)
N (1.547, 3.284, 0.859)
O (2.729, 3.556, 0.948)
O (0.583, 4.326, 0.679)
N (-0.717, 3.788, 0.696)
C (-0.548, 2.446, 0.832)
N (-1.505, 1.520, 0.918)
C (-1.120, 0.269, 1.070)
O (-0.380, -2.388, 1.017)
H (2.329, 0.524, 0.979)
H (-1.894, -0.499, 1.208)

Output
* total energy: -34367.1233 eV
* M: 257.21 g mol⁻¹
* HOMO energy: -3.579 eV
* LUMO level: 0.8 eV
* net charge: -1



Repeat the eighth record exactly.
Formula: C7H5N4O5S
Source: the Open Molecules 2025 dataset
Level of theory: wB97M-V/def2-TZVPD

CARTESIAN COORDINATES (ANGSTROEM)
C (-1.348, -2.735, -2.065)
C (-0.262, -1.706, -1.981)
S (1.345, -2.158, -2.231)
O (-0.540, -0.530, -1.650)
H (-2.298, -2.204, -2.136)
H (-1.239, -3.398, -2.924)
H (-1.397, -3.333, -1.147)
O (1.771, -1.892, 1.032)
N (0.568, -1.563, 1.042)
C (0.254, -0.164, 0.992)
C (1.279, 0.774, 0.953)
C (0.843, 2.083, 0.909)
N (1.547, 3.284, 0.859)
O (2.729, 3.556, 0.948)
O (0.583, 4.326, 0.679)
N (-0.717, 3.788, 0.696)
C (-0.548, 2.446, 0.832)
N (-1.505, 1.520, 0.918)
C (-1.120, 0.269, 1.070)
O (-0.380, -2.388, 1.017)
H (2.329, 0.524, 0.979)
H (-1.894, -0.499, 1.208)

Output
* total energy: -34367.1233 eV
* M: 257.21 g mol⁻¹
* HOMO energy: -3.579 eV
* LUMO level: 0.8 eV
* net charge: -1



Q: Among the records above, which one has the highest M?
A: C33H102N24O15



Q: Which formula does entry 5 have?
A: C3H8N5



Q: Look up the M of the third one.
A: 781.27 g mol⁻¹